# 1
{
  "formula": "C28H44AgN13OS",
  "method": "ωB97M-V/def2-TZVPD",
  "multiplicity": 1,
  "lumo_ha": 0.0181,
  "symbols": ["H", "H", "N", "C", "C", "H", "C", "C", "C", "C", "C", "H", "C", "H", "H", "H", "H", "C", "C", "H", "H", "H", "C", "N", "H", "Ag", "H", "C", "H", "H", "C", "H", "H", "H", "N", "H", "N", "H", "C", "H", "H", "C", "H", "H", "C", "H", "N", "C", "H", "S", "H", "H", "N", "H", "H", "H", "H", "O", "H", "C", "H", "H", "C", "N", "H", "N", "C", "C", "C", "C", "N", "C", "N", "H", "H", "C", "C", "N", "H", "C", "H", "N", "H", "H", "N", "H", "C", "H"],
  "coordinates": [[-3.977, -0.874, -3.612], [-0.356, -5.219, -2.311], [-0.149, 1.409, -0.814], [2.571, 0.827, 3.262], [-0.189, -2.551, -2.938], [-1.945, -4.480, -2.564], [-1.990, 0.829, 3.359], [-0.623, -2.551, -0.495], [-3.152, -0.420, -3.081], [-1.087, -4.529, -1.881], [-2.560, -1.090, -2.028], [0.294, -1.603, -2.728], [-4.328, -0.024, 2.219], [-1.603, 5.098, -2.068], [-1.239, 2.357, -3.025], [-3.122, 0.976, 5.193], [3.121, 3.166, -0.085], [2.274, 2.510, -0.283], [-2.642, 0.806, -3.469], [-3.073, 3.053, -1.471], [0.416, -5.230, 1.024], [-0.036, -2.088, 2.242], [-3.149, 0.729, 4.144], [-0.440, -3.369, 0.599], [-3.108, -0.107, 0.455], [0.427, 0.098, 1.011], [-3.018, 3.948, 0.064], [-0.965, 4.916, -1.198], [-2.922, -2.065, -1.730], [3.923, -0.151, -4.063], [-1.491, -0.544, -1.320], [-3.035, 1.309, -4.343], [2.273, 1.682, 0.446], [2.361, 2.083, -1.276], [-1.156, 3.564, -0.742], [1.128, 3.368, 1.904], [-0.506, -3.220, -1.703], [0.035, 4.529, 1.141], [3.140, -0.803, -3.668], [4.450, -3.614, -2.387], [4.671, -2.902, -3.995], [2.121, 0.023, -2.834], [-5.219, 0.191, 4.165], [-0.789, -3.667, 2.612], [-1.647, 1.404, -2.720], [-1.426, -4.918, -0.925], [3.792, 1.347, 3.600], [3.035, -1.420, -1.498], [-2.550, 2.236, 0.014], [2.574, -0.662, 2.418], [2.893, -1.683, 0.470], [-1.073, -2.356, -3.556], [1.065, 3.289, -0.195], [-1.235, 5.645, -0.426], [3.773, 2.042, 4.330], [-0.814, 1.021, 6.083], [-1.443, 2.562, 5.474], [1.470, 0.931, -3.291], [1.504, -3.841, 1.236], [4.660, -2.688, -2.927], [-5.221, -0.372, 1.725], [0.072, 5.059, -1.483], [-0.726, 1.248, 3.934], [2.148, -0.450, -1.561], [4.550, 0.687, 3.641], [-2.006, 0.512, 2.054], [-2.523, 3.175, -0.532], [-4.322, 0.289, 3.570], [0.704, -4.259, 0.617], [-0.768, -2.840, 1.902], [1.519, 1.464, 3.688], [0.998, 4.038, 1.047], [3.266, -2.106, -0.376], [-1.748, -2.371, 1.865], [4.119, -2.628, -0.278], [-0.675, 1.802, 5.335], [-0.108, 2.682, -0.603], [3.639, -1.710, -2.675], [0.303, 2.253, 5.487], [-3.142, 0.113, 1.513], [1.088, -4.399, -0.388], [-0.887, -1.302, -0.321], [1.793, 4.785, 1.048], [2.645, -1.318, -4.495], [0.325, 1.099, 3.201], [0.498, -3.188, -3.505], [-1.108, 0.787, -1.588], [5.656, -2.330, -2.637]]
}

# 2
{
  "formula": "C28H44BClN2O13P2",
  "method": "ωB97M-V/def2-TZVPD",
  "smiles": "C=C[C@]1(B(O)OCC)OC(=O)[C@@](CON=O)(CC(=O)Cl)[C@]1(PP(=O)(O)O)c1ccncc1.C1CCOC1.C1CCOC1.C1CCOC1",
  "multiplicity": 1,
  "lumo_ha": -0.0447,
  "symbols": ["H", "C", "H", "H", "P", "C", "C", "H", "H", "H", "C", "C", "C", "C", "C", "C", "C", "H", "C", "H", "O", "H", "H", "H", "H", "C", "H", "N", "C", "C", "O", "O", "H", "H", "H", "O", "C", "C", "H", "H", "C", "O", "O", "H", "H", "H", "C", "C", "C", "H", "H", "H", "H", "H", "O", "C", "C", "H", "H", "C", "H", "O", "C", "H", "H", "H", "H", "P", "C", "Cl", "C", "H", "H", "H", "H", "B", "O", "H", "N", "O", "H", "C", "H", "C", "H", "H", "H", "H", "O", "O", "O"],
  "coordinates": [[0.825, -2.528, -8.636], [-0.940, 0.081, 3.287], [4.623, 3.032, 1.424], [2.871, 5.124, -0.816], [1.080, -1.312, 1.210], [-0.328, 2.727, -2.269], [-0.657, -1.990, 9.041], [-1.175, -1.718, 6.268], [0.597, -3.427, 8.055], [-0.446, -2.869, -4.358], [-2.158, -2.987, -7.714], [3.742, 5.350, -0.197], [0.007, 0.766, -0.504], [-1.008, -2.889, -9.764], [-1.186, -1.535, -0.268], [-2.661, -1.290, -0.850], [-0.207, -2.173, -8.695], [-0.194, -1.091, -8.866], [-0.823, -1.901, -3.882], [4.253, 6.223, -0.618], [1.972, 1.682, 2.235], [1.066, 1.707, 1.844], [0.427, -3.829, -2.348], [-3.778, -3.178, -0.340], [1.956, -1.663, 0.135], [-2.410, -2.828, -9.200], [1.216, -0.901, 9.115], [-1.208, 2.823, 1.674], [4.641, 5.131, 1.968], [1.945, 1.995, -2.081], [2.308, -0.416, 4.090], [-0.072, -3.609, -1.524], [-1.597, -0.551, -5.606], [-3.738, -2.680, -2.275], [2.547, 4.923, 1.541], [3.848, -0.135, 1.998], [-0.207, -1.933, 6.732], [-1.457, -0.017, 1.770], [-3.079, -3.590, -9.603], [-3.154, -0.293, -1.091], [-0.962, 1.757, -1.260], [-1.501, -2.414, 0.888], [0.293, -0.709, 7.290], [5.387, 5.933, 1.936], [-0.684, -3.932, -9.839], [-1.068, 3.459, -2.775], [-2.045, 0.136, 4.430], [-0.453, -0.322, 0.563], [-0.646, -0.727, -5.001], [-0.218, 0.147, 9.109], [-2.120, -4.044, -7.429], [2.458, 0.424, 4.596], [-0.218, -0.765, 3.611], [0.478, -2.292, 5.960], [-2.419, 2.362, 2.071], [-2.224, -1.474, 1.740], [3.381, 5.574, 1.258], [-3.143, 1.044, 0.560], [0.272, -0.927, -5.656], [5.094, 3.969, 1.107], [-0.910, -2.430, -10.750], [4.658, 4.248, -0.231], [0.201, -0.783, 8.719], [-0.432, -2.424, 10.017], [3.046, 2.065, -2.424], [-2.848, -1.845, -9.402], [3.096, 6.606, 1.472], [2.361, 0.028, 2.414], [-2.685, 1.000, 1.622], [-2.712, 1.696, 5.180], [-3.434, -2.482, -1.189], [-1.716, -1.711, 9.026], [-1.122, -3.665, 7.704], [2.347, 0.310, -0.612], [6.179, 3.835, 1.120], [-0.423, -2.194, -1.541], [-1.375, 3.926, 1.235], [-0.320, 1.050, 3.363], [1.020, 2.885, -2.697], [-2.512, -0.917, 4.952], [-3.592, 0.659, 2.262], [1.490, 0.974, -1.011], [-1.935, -1.994, -3.603], [-0.353, -2.911, 7.881], [-2.917, -2.489, -7.104], [-2.081, 1.765, -1.087], [-0.430, 0.258, -4.437], [4.484, 4.853, 3.011], [-0.031, -1.472, -2.737], [-3.288, -1.855, 2.250], [-0.871, -2.413, -7.447]]
}

# 3
{
  "formula": "C28H44BaBrN3P2",
  "method": "ωB97M-V/def2-TZVPD",
  "total_charge": 2,
  "multiplicity": 1,
  "lumo_ha": -0.2166,
  "relative_energy_kcal_mol": 73.3,
  "symbols": ["C", "H", "H", "H", "H", "C", "H", "H", "H", "C", "N", "H", "H", "N", "C", "H", "C", "H", "Ba", "H", "H", "H", "C", "C", "H", "C", "C", "H", "C", "H", "H", "H", "C", "H", "H", "H", "H", "C", "N", "H", "C", "H", "C", "H", "H", "C", "Br", "C", "C", "C", "H", "H", "P", "C", "C", "P", "H", "H", "C", "C", "H", "H", "H", "C", "H", "H", "H", "C", "H", "H", "H", "H", "H", "H", "C", "C", "H", "C", "C"],
  "coordinates": [[3.914, 0.394, 1.948], [-2.053, 5.521, -0.478], [-0.349, 4.373, -2.029], [5.711, 4.268, 0.201], [-5.315, 1.994, -1.635], [-0.771, 1.507, 3.672], [-0.942, 1.092, 4.643], [-4.405, 5.552, 0.334], [0.558, -4.377, -0.903], [-0.684, -4.811, -2.633], [-0.026, 2.038, 1.613], [-2.733, -2.367, -2.148], [5.922, 0.101, 2.748], [-1.598, 2.469, 3.104], [-1.532, 0.568, -0.763], [3.168, 2.936, 1.246], [-3.042, -3.080, -1.364], [-3.037, 1.906, -2.681], [1.360, 2.840, -0.450], [0.482, 2.284, -3.051], [5.346, -1.277, 1.785], [-4.617, -3.185, 0.168], [4.020, 2.947, 0.521], [3.377, 0.148, -0.799], [-0.505, -3.873, -3.177], [5.038, -0.496, 2.494], [-0.305, 2.226, -2.273], [4.232, -1.859, -0.424], [4.202, -1.091, -1.210], [4.701, -0.995, 3.408], [5.390, 3.961, 1.955], [-1.779, -4.561, 3.268], [-3.296, 2.698, -1.976], [-4.045, -1.525, -0.188], [-1.612, 3.458, 1.212], [3.081, 0.736, -1.686], [-2.440, 2.837, 3.512], [-4.051, 4.733, -0.297], [-4.915, 3.761, -0.584], [1.027, 0.560, 2.779], [-4.573, 2.770, -1.403], [3.771, -1.566, -2.100], [-1.395, -4.672, 2.253], [-2.340, 1.266, -0.535], [-3.061, -3.579, 1.439], [-1.139, 2.736, 1.871], [0.784, -1.989, 0.814], [-1.965, -3.533, 1.412], [-0.495, -4.630, -1.118], [-0.638, -1.779, -0.499], [3.821, 3.210, -0.560], [-1.685, -2.592, 1.894], [4.407, 1.174, 0.348], [-0.577, 0.896, -1.777], [4.945, 4.083, 0.962], [-1.560, -3.384, -0.354], [0.946, 0.018, -3.049], [-5.070, -2.391, -1.361], [0.055, -1.477, -1.805], [-2.307, 3.615, -1.552], [-3.267, -4.038, -1.858], [-1.708, -5.658, 1.880], [5.240, -0.825, -1.456], [-1.543, -0.638, -0.133], [-0.709, -5.565, -0.577], [2.469, -0.184, -0.272], [-2.168, -0.766, 0.750], [0.188, 1.243, 2.739], [0.047, -5.552, -2.983], [0.660, -2.270, -2.255], [3.706, 1.226, 2.635], [4.336, 4.998, 0.996], [-0.301, -4.634, 2.317], [-1.692, -5.177, -2.877], [-4.263, -2.512, -0.624], [-0.883, 3.424, -1.834], [2.988, -0.187, 1.809], [-2.732, 4.717, -0.762], [0.233, -0.193, -2.242]]
}

# 4
{
  "formula": "C28H44Br10N2OS",
  "method": "ωB97M-V/def2-TZVPD",
  "multiplicity": 1,
  "lumo_ha": -0.0088,
  "symbols": ["H", "H", "H", "H", "H", "H", "C", "C", "H", "C", "H", "C", "Br", "H", "H", "C", "H", "H", "H", "Br", "H", "H", "O", "C", "C", "H", "H", "C", "Br", "H", "H", "Br", "Br", "Br", "C", "H", "C", "H", "H", "H", "C", "H", "Br", "H", "C", "H", "H", "C", "C", "N", "H", "C", "H", "H", "C", "H", "H", "H", "H", "C", "N", "H", "H", "H", "C", "C", "Br", "Br", "C", "C", "H", "C", "C", "C", "C", "H", "C", "H", "H", "C", "S", "Br", "C", "H", "H", "H"],
  "coordinates": [[-8.003, 2.000, -0.389], [-0.847, -3.924, -5.296], [-1.310, 1.581, -1.415], [4.718, -1.320, 0.381], [1.969, -2.137, -3.173], [-6.652, 1.243, 0.479], [7.728, -3.187, 5.680], [2.723, -2.847, -3.489], [6.643, -3.188, 5.704], [8.275, -3.221, 4.279], [-1.209, -3.819, 3.324], [-0.277, 2.636, 0.174], [3.747, -3.308, -1.906], [-2.337, -0.018, 5.337], [3.097, -0.461, -0.999], [5.909, 0.398, 2.850], [3.901, -1.811, 1.912], [-4.096, 1.892, 4.074], [-2.562, 2.141, 4.846], [-3.140, 2.143, -3.488], [-0.484, 3.181, 1.089], [8.130, -4.208, 3.841], [-2.250, -2.144, 3.911], [-2.362, 3.582, -4.541], [-6.163, 1.832, -1.523], [-0.718, 3.902, -5.875], [-3.925, -0.321, 4.682], [-3.205, 1.688, 1.468], [-6.900, 2.933, -2.946], [-1.757, 0.245, 0.699], [-3.690, 2.593, 1.110], [-0.571, -0.993, -5.520], [-6.509, 3.704, 0.624], [0.378, 3.210, -3.776], [3.085, -0.083, 1.032], [-1.291, -0.493, 3.217], [-2.944, 0.086, 4.441], [-3.088, 0.647, -0.352], [-2.850, -0.798, 2.447], [-1.273, -2.540, 2.117], [4.270, -0.980, 1.311], [-1.038, 2.187, -5.542], [7.307, -1.968, 3.125], [9.327, -2.959, 4.231], [-6.929, 2.013, -0.239], [-2.727, -3.472, 2.421], [-5.116, 2.101, -1.431], [-1.827, -2.267, -6.289], [5.307, -0.291, 2.081], [2.731, 0.597, 3.385], [3.044, -2.265, -5.521], [3.597, -2.308, -4.587], [8.105, -4.025, 6.261], [-2.307, 4.450, -3.893], [-3.052, 1.584, 4.048], [4.504, -2.886, -4.725], [-2.041, -1.924, -7.296], [-2.725, -2.186, -5.680], [-2.093, -4.383, -6.472], [1.349, 1.508, 1.773], [0.896, 2.132, 2.852], [0.124, 3.375, -0.524], [-2.230, 3.078, 2.770], [2.243, -3.772, -3.800], [-1.298, -3.674, -6.250], [2.450, 0.628, 2.096], [0.057, -3.978, -7.612], [4.138, -0.476, -4.216], [0.850, 1.666, 0.439], [-2.359, 1.081, 0.344], [-1.402, 1.564, 2.642], [-1.029, 3.186, -5.117], [-2.321, -0.821, 3.403], [2.588, 0.079, -0.216], [1.484, 0.935, -0.511], [-6.246, 0.805, -1.873], [-1.546, 2.080, -0.481], [-3.076, 3.773, -5.339], [-2.186, 2.918, -0.752], [-2.384, 2.000, 2.745], [1.731, 1.625, 4.118], [8.308, -1.596, 6.641], [-1.842, -3.047, 2.899], [1.162, 1.010, -1.540], [-3.999, 0.994, 1.750], [6.308, 1.091, 3.545]]
}

# 5
{
  "formula": "C28H44ClO6PTa",
  "method": "ωB97M-V/def2-TZVPD",
  "total_charge": 3,
  "multiplicity": 1,
  "lumo_ha": -0.3891,
  "symbols": ["C", "O", "H", "C", "H", "H", "C", "C", "H", "H", "C", "H", "H", "Ta", "O", "C", "H", "H", "H", "O", "H", "C", "P", "C", "H", "C", "H", "H", "H", "O", "H", "H", "H", "H", "H", "H", "C", "H", "H", "C", "H", "H", "O", "H", "C", "H", "H", "C", "H", "H", "C", "C", "C", "C", "H", "C", "C", "H", "H", "H", "H", "C", "C", "C", "C", "H", "H", "C", "H", "H", "H", "C", "H", "H", "C", "H", "O", "Cl", "C", "C", "H"],
  "coordinates": [[4.342, -0.715, -0.821], [-0.579, -1.813, 0.089], [3.253, -2.977, -0.008], [-1.850, -3.471, -1.845], [-1.113, -0.316, 4.466], [-2.775, -0.861, 4.635], [3.735, 2.525, -0.375], [0.225, -0.212, -2.573], [4.270, -1.516, 1.765], [0.768, -0.184, -5.910], [-2.528, -4.293, -2.706], [4.125, -1.033, -1.838], [2.619, 2.088, 2.083], [-0.465, -0.106, 1.110], [-1.845, -1.233, 2.804], [3.562, -0.712, 1.554], [2.740, -0.828, 2.248], [-2.288, 2.866, -1.669], [-1.009, -0.689, -4.263], [-1.510, 1.456, 2.640], [3.438, 0.835, -2.749], [-0.034, -0.355, -3.928], [1.806, 0.442, -0.344], [-1.800, 2.778, 2.139], [-2.646, 3.632, 0.405], [-2.548, 0.932, 3.504], [2.982, 0.594, -5.126], [-1.269, 1.462, -1.996], [-2.417, 3.334, 2.844], [-2.303, -0.493, 0.212], [-3.338, -2.557, 3.360], [4.015, 2.265, -1.393], [-2.667, 1.588, 4.367], [2.071, -2.325, -1.139], [5.102, -1.394, -0.428], [4.080, 0.230, 1.747], [-2.036, 1.857, -1.348], [4.780, 0.278, -0.832], [1.567, 4.145, -0.780], [2.476, -2.219, -0.131], [-5.717, -3.182, -2.157], [-2.731, -2.740, 1.712], [-1.496, 1.941, 0.003], [-0.561, -0.444, -1.876], [1.977, 2.626, 1.385], [-3.824, -1.382, 2.105], [0.591, 1.016, 4.343], [-4.641, -3.232, -2.061], [0.933, 2.456, 1.660], [-2.007, -5.027, -3.305], [3.116, -0.846, 0.096], [2.459, 0.501, -3.055], [-3.922, -4.179, -2.807], [0.959, -0.068, -4.851], [3.899, 3.601, -0.269], [2.204, 0.362, -4.411], [2.259, 2.252, -0.073], [-2.923, 1.228, -1.361], [2.203, 0.531, 3.754], [-3.379, 2.080, 0.854], [-0.774, -3.547, -1.750], [-2.560, -2.498, -1.102], [-2.442, 2.644, 0.823], [1.165, 0.235, 3.853], [-1.864, -1.616, -0.275], [0.322, 2.903, -0.857], [1.091, -0.714, 4.375], [1.466, 0.214, -2.110], [2.176, 3.692, 1.517], [4.404, 2.027, 0.326], [1.693, -2.442, 0.593], [-3.019, -2.018, 2.470], [1.623, 2.933, -2.054], [-0.843, 3.288, 2.047], [-3.965, -2.382, -1.229], [-3.493, 0.885, 2.960], [0.628, 0.061, 2.513], [-4.760, -5.210, -3.850], [1.380, 3.092, -1.005], [-2.063, -0.401, 3.951], [-4.504, -1.644, -0.650]]
}

no.,largest force on an atom (eV/Å)
1,1.53
2,6.14
3,3.29
4,1.31
5,2.43